one:
39
Properties=species:S:1:pos:R:3 method="wB97M-V/def2-TZVPD" charge=0 mol_weight_g_mol=293.392 gap_ha=0.3323 smiles="CCCC(CCC)c1nnc(NC(=O)c2ccco2)s1"
C -0.14910 -2.90721 4.15958
C -0.65739 -2.84432 2.72476
C 0.43331 -3.22798 1.72709
C -0.06905 -3.19368 0.27956
C 1.01931 -3.59549 -0.73139
C 1.50552 -5.04015 -0.61466
C 0.40288 -6.06766 -0.84086
C -0.54158 -1.82816 -0.06711
N -1.70680 -1.55811 -0.53258
N -1.91041 -0.27132 -0.79665
C -0.88042 0.46193 -0.53030
N -0.86143 1.81668 -0.72177
C 0.24504 2.58264 -0.43466
O 1.26179 2.09123 0.00603
C 0.06830 4.01170 -0.70993
C -0.99062 4.74325 -1.20152
C -0.55609 6.08181 -1.24215
C 0.72807 6.06938 -0.77546
O 1.10596 4.83503 -0.45613
S 0.49244 -0.40919 0.09678
H -0.93680 -2.63228 4.85688
H 0.68579 -2.22363 4.29778
H 0.18821 -3.91287 4.40201
H -1.01198 -1.83387 2.51042
H -1.50742 -3.52016 2.60674
H 1.27794 -2.54150 1.82732
H 0.78569 -4.23318 1.96144
H -0.92986 -3.85942 0.17253
H 0.61907 -3.44334 -1.73715
H 1.87187 -2.92274 -0.60633
H 1.96320 -5.20323 0.36222
H 2.28555 -5.18780 -1.36549
H -0.10950 -5.87502 -1.78079
H 0.82519 -7.06931 -0.87901
H -0.32930 -6.04151 -0.03813
H -1.70858 2.22277 -1.08929
H -1.95584 4.38502 -1.49794
H -1.11671 6.93215 -1.57086
H 1.44146 6.85742 -0.63377



two:
39
Properties=species:S:1:pos:R:3 method="wB97M-V/def2-TZVPD" charge=0 mol_weight_g_mol=293.392 gap_ha=0.3669 smiles="CC[C@H](NS(=O)(=O)c1cn(C)nc1C)c1ccccc1"
C 1.82139 -2.65426 2.33402
C 1.90816 -2.17504 0.88972
C 0.73173 -1.26827 0.47915
N 0.72958 -0.00863 1.19429
S 1.57029 1.23325 0.46257
O 2.71432 0.73853 -0.25567
O 1.77411 2.22808 1.47455
C 0.35770 1.80333 -0.67540
C -0.69658 2.62827 -0.34151
N -1.40499 2.82175 -1.46430
C -2.59129 3.61006 -1.63571
N -0.87408 2.17261 -2.49859
C 0.19930 1.54295 -2.05225
C 1.06121 0.70552 -2.92386
C -0.59035 -1.98952 0.60615
C -0.91168 -2.97991 -0.31516
C -2.09754 -3.68330 -0.21055
C -2.98308 -3.40228 0.81652
C -2.67546 -2.41142 1.73198
C -1.48620 -1.70982 1.62835
H 0.88903 -3.18956 2.50354
H 1.87440 -1.82203 3.03345
H 2.64947 -3.32449 2.55177
H 1.92310 -3.04053 0.22505
H 2.82896 -1.60945 0.73414
H 0.87693 -0.99518 -0.57221
H 0.97083 -0.08284 2.17001
H -0.95028 3.07219 0.59823
H -2.40680 4.64709 -1.35200
H -3.40726 3.21393 -1.02901
H -2.86641 3.56401 -2.68709
H 0.59107 -0.26215 -3.09954
H 1.19599 1.19048 -3.88746
H 2.02400 0.55557 -2.44262
H -0.22639 -3.19845 -1.12178
H -2.33316 -4.45074 -0.93321
H -3.90955 -3.95089 0.89973
H -3.36350 -2.18373 2.53321
H -1.25438 -0.93178 2.33875



one is favored, and the nearest alternative lies 0.133 eV above it.



one:
24
Properties=species:S:1:pos:R:3 method="wB97M-V/def2-TZVPD" charge=0 mol_weight_g_mol=120.196 gap_ha=0.3659 smiles="CC(C)CN.C=N.O"
C -1.25000 -0.23335 0.71388
C -0.12865 -1.25707 0.87092
C 0.52493 -1.54081 -0.48066
C 0.90078 -0.73406 1.89169
N 1.99233 -1.63139 2.22247
H -1.97977 -0.57280 -0.01873
H -1.76212 -0.07754 1.66066
H -0.83998 0.72079 0.38881
H -0.55356 -2.19317 1.25594
H 1.01598 -0.64426 -0.85654
H -0.22228 -1.85584 -1.20655
H 1.26809 -2.33303 -0.40328
H 1.33883 0.19360 1.51322
H 0.38237 -0.50049 2.82665
H 1.62663 -2.51096 2.57431
H 2.54387 -1.83727 1.39605
C -1.83245 2.14933 -2.50685
N -0.87841 1.42840 -2.86976
H -2.27976 2.17463 -1.50911
H -2.26630 2.82124 -3.23811
H -0.51165 0.81531 -2.14684
O 0.65878 2.45834 -0.49345
H 1.56218 2.26052 -0.23962
H 0.69015 2.89986 -1.34508



two:
24
Properties=species:S:1:pos:R:3 method="wB97M-V/def2-TZVPD" charge=0 mol_weight_g_mol=120.196 gap_ha=0.3429 smiles=CCNCCNC.O
C -0.97238 -0.42191 -2.62260
C -0.95563 0.77803 -1.69970
N -0.33705 0.49259 -0.39350
C -0.42200 1.54324 0.58076
C 0.25517 1.15560 1.90108
N -0.10863 -0.12656 2.50172
C 0.80106 -1.20216 2.05208
H -1.72816 -0.29079 -3.39956
H -0.07953 -0.46645 -3.25140
H -1.19420 -1.34853 -2.09986
H -0.27584 1.51214 -2.13470
H -1.91284 1.27140 -1.47689
H -0.60046 -0.40516 -0.00782
H 0.04745 2.46925 0.24126
H -1.46965 1.83543 0.80286
H 0.05375 1.94426 2.63503
H 1.33515 1.20007 1.74300
H -1.06536 -0.34319 2.25194
H 1.79627 -0.82349 2.21679
H 0.58186 -1.58597 1.05223
H 0.52597 -2.14002 2.55446
O 2.07893 -1.75200 -0.81301
H 1.45793 -1.04122 -0.98995
H 2.18820 -2.25457 -1.64423



three:
24
Properties=species:S:1:pos:R:3 method="wB97M-V/def2-TZVPD" charge=0 mol_weight_g_mol=120.196 gap_ha=0.3724 smiles=CC(N)(N)CO.CC
C -2.17353 -0.71855 -0.09197
C -1.61347 0.18748 -1.19501
N -2.46071 0.05660 -2.37117
N -1.51275 1.59175 -0.79143
C -0.20808 -0.28162 -1.59347
O 0.70919 -0.11788 -0.35973
H -3.15715 -0.36331 0.22093
H -1.50044 -0.71137 0.76431
H -2.28078 -1.73770 -0.46129
H -3.42198 0.27189 -2.12948
H -2.17379 0.73527 -3.06815
H -2.32817 1.87062 -0.25288
H -0.69903 1.71442 -0.19564
H -0.26876 -1.31043 -1.96312
H 0.17732 0.36289 -2.39122
H 1.31460 -0.69245 -0.92577
C 2.34479 0.55899 2.03036
C 3.06034 -0.77415 2.19257
H 1.67250 0.51430 1.14074
H 1.75339 0.79785 2.90852
H 3.07014 1.36814 1.94788
H 2.32078 -1.57669 2.24580
H 3.74042 -0.74225 3.03976
H 3.63516 -1.00379 1.29945



one is favored, and the nearest alternative lies 0.097 eV above it.



one:
24
Properties=species:S:1:pos:R:3 method="wB97M-V/def2-TZVPD" charge=0 mol_weight_g_mol=120.196 gap_ha=0.3407 smiles=CCCCNCN.O
C 2.37774 0.73800 -0.74597
C 1.83762 1.47585 0.45554
C 0.76190 0.75458 1.55846
C -0.71949 0.59752 1.18398
N -0.97056 -0.79097 0.86720
C -2.36030 -1.24339 0.51627
N -2.85424 -0.88052 -0.82034
H 2.53550 -0.34392 -0.58340
H 3.28439 1.29273 -1.21385
H 1.77339 0.75212 -1.69035
H 1.26502 2.35913 0.13474
H 2.69243 1.81172 1.05702
H 1.27579 -0.15700 1.71805
H 0.85300 1.37952 2.61726
H -0.82743 1.18446 0.24342
H -1.25595 1.02999 2.10937
H -0.35071 -1.18123 0.26574
H -2.24441 -2.38916 0.67126
H -3.09965 -0.91633 1.07540
H -2.82167 0.07469 -1.19637
H -2.72580 -1.52146 -1.52097
O 0.86795 -1.30105 -2.41138
H 0.10237 -1.84728 -2.74949
H 0.60307 -0.87800 -1.54159



two:
24
Properties=species:S:1:pos:R:3 method="wB97M-V/def2-TZVPD" charge=0 mol_weight_g_mol=120.196 gap_ha=0.3654 smiles=CC(C)[C@@H](N)CN.O
C -0.07393 -0.28979 -2.43988
C 0.90277 0.11370 -1.31533
C 2.00206 -0.88136 -1.08923
C 0.01449 0.44875 -0.02117
N 0.07639 1.88045 0.22275
C -1.47987 -0.09163 0.22804
N -1.74717 -0.04498 1.68633
H 0.19689 -1.10302 -3.04812
H -0.90502 -0.85928 -2.04289
H -0.43953 0.63892 -2.98363
H 1.42800 1.15152 -1.70230
H 2.79946 -0.45309 -0.55581
H 1.69150 -1.88834 -0.52718
H 2.30787 -1.10769 -2.08829
H 0.58902 -0.05205 0.85156
H -0.28482 2.18669 1.06290
H -0.58100 2.23235 -0.55412
H -2.20813 0.54761 -0.21412
H -1.48424 -1.10164 -0.27473
H -2.14608 0.83286 2.00399
H -2.26466 -0.78388 1.98865
O 0.53573 -0.38011 3.91730
H -0.18324 -0.10920 3.29378
H 1.25349 -0.88677 3.60150



two is favored, and the nearest alternative lies 0.739 eV above it.



one:
24
Properties=species:S:1:pos:R:3 method="wB97M-V/def2-TZVPD" charge=0 mol_weight_g_mol=120.196 gap_ha=0.3259 smiles=CCN(C)CCN.O
C -1.57310 0.33426 1.50476
C -0.26098 1.08503 1.06544
N 0.93185 0.25254 0.84742
C 1.21549 -0.57348 2.09155
C 0.98526 -0.60884 -0.36985
C 0.12187 -1.81711 -0.58665
N -1.10624 -1.31971 -1.20340
H -2.52086 0.95472 1.35899
H -1.36676 -0.09175 2.51577
H -1.75328 -0.53318 0.86146
H -0.45920 1.69078 0.21363
H 0.03833 1.82189 1.80641
H 1.38455 0.22458 2.88130
H 0.42341 -1.23150 2.40308
H 2.11468 -1.13612 1.88906
H 2.00382 -0.96141 -0.34984
H 0.97268 0.00349 -1.32306
H -0.08185 -2.29494 0.30312
H 0.60510 -2.58937 -1.18466
H -1.31556 -1.78248 -2.09674
H -1.22461 -0.35433 -1.36712
O -0.15985 2.30699 -2.69827
H 0.60328 2.81842 -2.47754
H 0.14452 1.95634 -3.58738



two:
24
Properties=species:S:1:pos:R:3 method="wB97M-V/def2-TZVPD" charge=0 mol_weight_g_mol=120.196 gap_ha=0.3573 smiles=CC(C)(C)N.CNO
C -1.38164 -1.67330 -0.57979
C -1.38540 -0.24304 -0.07084
C -2.76878 0.37918 -0.07040
C -0.42585 0.71290 -1.31122
N -0.77195 -0.13903 1.18959
H -1.95112 -2.30006 0.10813
H -1.84797 -1.72508 -1.55948
H -0.36730 -2.06184 -0.64860
H -3.17630 0.39753 -1.07798
H -3.43315 -0.20434 0.56671
H -2.73296 1.39877 0.30877
H -1.04794 0.61306 -2.20084
H 0.55610 0.68470 -1.78919
H -0.56570 1.73454 -0.95704
H 0.08986 -0.68536 1.24695
H -0.57663 0.81548 1.46923
C 3.13482 0.62280 1.35997
N 2.72693 0.40038 -0.01700
O 1.80256 -0.68678 -0.07331
H 3.88708 1.41368 1.36447
H 2.27047 0.96688 1.93394
H 3.54638 -0.27297 1.84388
H 3.52735 0.08106 -0.55856
H 0.89115 -0.22916 -0.47742



one is favored, and the nearest alternative lies 1.472 eV above it.



one:
24
Properties=species:S:1:pos:R:3 method="wB97M-V/def2-TZVPD" charge=0 mol_weight_g_mol=120.196 gap_ha=0.2712
C -0.74945 -3.32556 -2.46644
N 0.42799 -2.98938 -1.67883
C 0.59978 -1.60090 -1.37577
N 0.12895 -1.19635 -0.00613
H -0.72544 -2.74500 -3.37727
H -0.70491 -4.36734 -2.73908
H -1.70314 -3.15189 -1.96966
H 0.41782 -3.54352 -0.83503
H 1.62837 -1.28823 -1.46179
H 0.01947 -1.02333 -2.07725
H -0.55212 -0.43977 -0.02191
H 0.81487 -0.71814 0.63439
H -0.30690 -1.98302 0.46523
C -0.50247 2.87337 0.44418
C -0.08742 1.95069 1.59855
C 0.71748 2.77935 2.60518
O 0.63451 0.86691 1.13977
H 0.39371 3.23949 -0.05998
H -1.11182 2.32468 -0.28194
H -1.08833 3.73276 0.78281
H -1.03131 1.66661 2.12013
H 1.62357 3.14599 2.11931
H 1.00192 2.15568 3.45332
H 0.15487 3.63689 2.98821



two:
24
Properties=species:S:1:pos:R:3 method="wB97M-V/def2-TZVPD" charge=0 mol_weight_g_mol=120.196 gap_ha=0.3609 smiles=C[C@@H](CN)N(C)C.O
C -1.90557 0.18333 -0.17165
C -0.47072 -0.08048 0.35699
C -0.12542 -1.59975 0.25475
N -0.70437 -2.28068 1.45662
N 0.55065 0.66824 -0.39964
C 0.72529 0.23705 -1.76915
C 0.27353 2.11313 -0.35860
H -2.25052 1.10239 0.31433
H -1.89229 0.25431 -1.25841
H -2.67370 -0.51736 0.16135
H -0.56760 0.25881 1.39485
H 0.93206 -1.72425 0.04778
H -0.81823 -1.92628 -0.52317
H -0.05456 -3.01939 1.69058
H -0.64158 -1.65243 2.26205
H 1.76599 0.30383 -2.09446
H 0.47213 -0.80467 -1.98980
H 0.11087 0.74259 -2.52421
H 0.74608 2.57868 0.50717
H 0.72317 2.57221 -1.24202
H -0.77386 2.39502 -0.41686
O 2.51391 -0.02322 1.66837
H 1.61068 -0.27388 1.76446
H 2.45406 0.49279 0.86868



three:
24
Properties=species:S:1:pos:R:3 method="wB97M-V/def2-TZVPD" charge=0 mol_weight_g_mol=120.196 gap_ha=0.3259 smiles=CCCCNCN.O
C 1.54796 -2.41791 1.05583
C 0.34362 -2.13984 0.17985
C -0.48651 -0.90649 0.49629
C 0.21247 0.44447 0.29350
N -0.49505 1.46088 1.05519
C -0.29322 2.90588 0.68736
N 0.20112 3.22300 -0.62129
H 1.85613 -3.43884 0.82309
H 1.33562 -2.41801 2.12873
H 2.37775 -1.73209 0.89376
H -0.31493 -3.01216 0.16882
H 0.67751 -2.01966 -0.86062
H -1.34709 -0.79755 -0.17785
H -0.90237 -0.98742 1.50284
H 0.17516 0.60987 -0.78386
H 1.23004 0.33828 0.69018
H -1.47495 1.25276 1.16052
H -1.30818 3.31416 0.77602
H 0.28473 3.33142 1.50033
H -0.26417 2.70168 -1.33689
H 1.20548 3.09489 -0.68009
O -1.44669 -0.64091 -2.76093
H -0.96042 -0.90483 -3.55423
H -2.15401 -1.26160 -2.63655



four:
24
Properties=species:S:1:pos:R:3 method="wB97M-V/def2-TZVPD" charge=0 mol_weight_g_mol=120.196 gap_ha=0.3577 smiles=CC[C@@H](CN)NC.O
C 2.68781 0.70028 1.19842
C 1.32228 0.56189 1.54749
C 0.39929 0.29372 0.34492
C 0.24212 -1.22653 -0.04182
N 0.59977 -1.58417 -1.43395
N -0.91402 1.20008 0.35508
C -2.17688 0.49769 0.79989
H 3.36234 0.73569 2.17164
H 3.14836 -0.13706 0.71819
H 3.00704 1.68889 0.83530
H 0.96414 1.47646 2.03741
H 1.20171 -0.27350 2.32139
H 0.83363 0.95627 -0.49823
H -0.75121 -1.32666 0.08743
H 0.78304 -1.67547 0.80099
H 1.56713 -1.64945 -1.74578
H 0.30678 -2.48753 -1.42077
H -0.59606 1.95882 0.98224
H -2.75387 1.23116 1.38693
H -2.61374 0.11984 -0.20370
H -2.01267 -0.31601 1.60260
O -1.94385 -0.33379 -2.54999
H -1.12900 -0.35948 -1.98201
H -2.41475 0.45472 -2.23506



three is favored, and the nearest alternative lies 0.599 eV above it.